ORCA calculation (ωB97M-V with the def2-TZVPD basis set) on C30H33N5O9PtS as an isolated structure.

## Properties
E_LUMO (alpha / beta) (eV): 4.28 / 4.15
2S+1: 3
Charge: -2
HOMO-LUMO gap (alpha / beta) (eV): 5.158 / 7.617

Geometry (Å):
Pt: 0.37 -1.38 -0.53
O: -0.87 1.93 2.56
C: -0.01 1.23 2.01
O: -0.18 0.54 0.95
C: 1.39 1.23 2.62
C: 2.31 0.28 2.23
C: 3.63 0.29 2.71
C: 4.00 1.27 3.65
C: 3.04 2.19 4.03
C: 1.74 2.20 3.55
N: 3.44 3.22 5.01
O: 2.61 4.05 5.34
O: 4.57 3.21 5.45
N: 4.56 -0.62 2.24
O: 4.22 -1.42 1.29
O: 5.74 -0.62 2.72
H: 2.02 -0.48 1.53
H: 5.01 1.29 4.03
H: 1.02 2.94 3.87
C: 0.13 2.13 -2.06
C: 1.23 1.38 -2.78
N: 2.57 1.58 -2.24
C: 3.28 2.79 -2.62
C: 3.10 3.97 -1.66
C: 3.10 0.68 -1.36
C: 4.54 0.88 -0.94
N: 2.42 -0.29 -0.87
H: -0.84 1.85 -2.47
H: 0.23 3.21 -2.17
H: 0.13 1.88 -0.99
H: 1.27 1.68 -3.84
H: 1.02 0.31 -2.78
H: 2.92 3.07 -3.61
H: 4.34 2.58 -2.73
H: 2.05 4.26 -1.58
H: 3.68 4.83 -2.00
H: 3.44 3.71 -0.65
H: 5.21 0.80 -1.80
H: 4.81 0.10 -0.22
H: 4.70 1.85 -0.48
H: 3.01 -0.83 -0.23
O: -4.47 -2.19 -4.62
S: -3.57 -1.07 -4.55
O: -3.59 -0.15 -5.67
N: -2.07 -1.55 -4.21
C: -1.67 -1.13 -3.01
O: -0.53 -1.43 -2.55
C: -2.70 -0.31 -2.27
C: -2.64 0.29 -1.03
C: -3.74 1.01 -0.59
C: -4.89 1.13 -1.37
C: -4.95 0.52 -2.62
C: -3.84 -0.18 -3.04
H: -1.77 0.22 -0.39
H: -3.69 1.50 0.38
H: -5.74 1.69 -1.00
H: -5.84 0.59 -3.24
C: -1.08 -4.53 1.98
C: -1.06 -3.05 1.55
C: -0.75 -2.18 2.78
C: 0.06 -2.81 0.55
C: -2.40 -2.70 0.90
C: -3.35 -1.90 1.52
C: -4.56 -1.62 0.90
C: -4.84 -2.13 -0.36
C: -3.89 -2.92 -1.00
C: -2.70 -3.21 -0.36
H: -0.11 -4.81 2.39
H: -1.30 -5.18 1.13
H: -1.85 -4.69 2.74
H: 0.26 -2.40 3.14
H: -1.46 -2.40 3.58
H: -0.79 -1.12 2.52
H: 0.76 -3.65 0.49
H: -3.14 -1.45 2.49
H: -5.28 -0.97 1.39
H: -5.76 -1.88 -0.86
H: -4.08 -3.29 -2.00
H: -1.95 -3.81 -0.88

Mulliken population analysis, charges in e, atoms 1 to 5: 1.749, -0.862, -0.999, -0.414, 0.623